{"formula": "C22H30O2SiYb", "method": "ωB97M-V/def2-TZVPD", "symbols": ["C", "C", "C", "H", "C", "C", "H", "H", "H", "H", "Yb", "C", "H", "H", "H", "Si", "C", "C", "H", "C", "H", "C", "H", "C", "H", "C", "H", "C", "C", "H", "C", "H", "C", "H", "C", "H", "C", "H", "H", "H", "C", "O", "C", "C", "O", "C", "H", "H", "H", "H", "H", "H", "H", "H", "H", "H"], "positions_angstrom": [[0.11, 1.50, 0.33], [-1.03, 1.62, -0.50], [-2.18, 1.33, 0.26], [-1.01, 1.98, -1.53], [-1.74, 1.05, 1.59], [-0.32, 1.14, 1.62], [0.30, 1.11, 2.51], [1.12, 1.76, 0.04], [-3.21, 1.40, -0.09], [-2.38, 0.92, 2.47], [-0.94, -1.06, 0.26], [-0.22, -1.21, -2.31], [-1.21, -0.79, -2.02], [0.48, -1.44, -1.48], [-0.37, -2.12, -2.92], [0.72, 0.24, -3.63], [2.24, -0.64, -4.27], [3.40, 0.10, -4.56], [3.43, 1.17, -4.33], [4.50, -0.53, -5.12], [5.36, 0.06, -5.45], [4.52, -1.91, -5.31], [5.38, -2.40, -5.78], [3.40, -2.66, -4.90], [3.42, -3.74, -5.01], [2.26, -2.03, -4.37], [1.40, -2.60, -4.00], [-0.96, 0.57, -4.49], [-0.85, 1.27, -5.70], [0.06, 1.20, -6.32], [-1.85, 2.18, -6.08], [-1.68, 2.87, -6.91], [-3.05, 2.29, -5.33], [-3.78, 3.07, -5.56], [-3.27, 1.37, -4.30], [-4.20, 1.36, -3.75], [-2.25, 0.49, -3.92], [-2.53, -0.21, -3.13], [1.09, 0.61, -2.23], [1.27, 1.57, -4.07], [-1.85, -2.13, 3.14], [-0.99, -2.35, 2.01], [-0.22, -3.56, 1.85], [1.18, -3.20, 1.36], [1.12, -1.98, 0.57], [2.39, -1.39, 0.19], [-1.65, -1.11, 3.49], [-1.61, -2.86, 3.93], [-2.89, -2.22, 2.82], [-0.17, -4.11, 2.80], [-0.72, -4.19, 1.10], [1.84, -3.04, 2.23], [1.57, -4.02, 0.75], [2.37, -1.10, -0.87], [2.57, -0.49, 0.79], [3.22, -2.10, 0.34]], "nbo_charge": [-0.36, -0.34, -0.37, 0.24, -0.40, -0.36, 0.23, 0.23, 0.24, 0.23, 1.40, -0.84, 0.19, 0.20, 0.25, 1.01, -0.47, -0.14, 0.22, -0.22, 0.22, -0.20, 0.23, -0.20, 0.22, -0.22, 0.20, -0.43, -0.12, 0.21, -0.23, 0.23, -0.20, 0.23, -0.20, 0.22, -0.22, 0.19, -0.03, -0.05, -0.25, -0.62, -0.08, -0.08, -0.61, -0.26, 0.22, 0.20, 0.20, 0.23, 0.19, 0.20, 0.21, 0.21, 0.21, 0.21], "charge": 1, "multiplicity": 2, "s_squared": 0.759, "lumo_ev": [-3.08, -5.06]}